{
  "formula": "C4H5N3O",
  "method": "wB97M-V/def2-TZVPD",
  "species": ["H", "N", "C", "C", "C", "N", "C", "N", "O", "H", "H", "H", "H"],
  "coordinates": [[1.33289, -0.10207, 1.16332], [1.61892, -0.40663, 0.20671], [0.69197, -0.12922, -0.58954], [0.89072, -0.41767, -1.98046], [0.90172, -0.81336, -3.14064], [-0.57830, 0.45671, -0.36837], [-1.51932, 0.30633, 0.63392], [-1.48954, 0.35179, 1.89669], [-0.13724, 0.35548, 2.39800], [0.87744, -1.21856, -4.09141], [-1.03192, 0.74964, -1.26856], [-2.51051, 0.25437, 0.16631], [-0.21812, 0.98317, 3.16145]],
  "lumo_ev": 0.578,
  "e_homo_ev": -9.5
}

---

{
  "formula": "C7H6F2N2O",
  "method": "wB97M-V/def2-TZVPD",
  "species": ["O", "C", "N", "C", "C", "C", "C", "C", "C", "N", "F", "H", "H", "H", "H", "H", "F", "H"],
  "coordinates": [[3.92521, -0.12387, 0.00798], [2.90854, -0.14467, -0.55155], [1.91788, -0.22023, -1.14597], [0.49961, -0.12721, -1.34353], [-0.13317, 0.98657, -0.66961], [-1.08188, 0.66884, 0.22830], [-1.34263, -0.64431, 0.73412], [-0.90968, -1.68064, 0.03363], [-0.09263, -1.55550, -1.13860], [0.14935, -2.36443, -2.08538], [-0.38439, -3.61626, -1.92346], [0.33364, 0.13836, -2.46072], [-0.01639, 2.08139, -0.99339], [-1.51846, 1.49975, 0.68811], [-2.17255, -0.74442, 1.29760], [-1.12164, -2.66313, 0.28721], [4.33717, 0.40506, 2.61434], [3.89636, -0.00959, 1.81229]],
  "lumo_ev": -1.058,
  "e_homo_ev": -9.7
}

---

{
  "formula": "C6H8F5N2",
  "method": "wB97M-V/def2-TZVPD",
  "species": ["C", "N", "C", "C", "N", "C", "F", "F", "C", "F", "F", "F", "C", "H", "H", "H", "H", "H", "H", "H", "H"],
  "coordinates": [[1.68980, 0.63719, -0.75038], [0.62370, 0.79900, 0.28746], [0.21182, -0.39226, 1.06624], [-1.09465, -0.49764, 1.05054], [-1.69860, 0.46828, 0.31906], [-3.02208, 0.48162, -0.29226], [-2.87789, 0.32424, -1.64660], [-3.57794, 1.67594, -0.21169], [-3.94226, -0.63564, 0.28957], [-4.09268, -0.54259, 1.55067], [-3.38912, -1.81595, 0.09344], [-5.16414, -0.56999, -0.23593], [-0.61762, 1.17316, -0.43397], [1.12338, 0.04019, -1.63735], [1.69936, 1.66846, -1.18273], [2.52849, 0.03063, -0.38826], [0.91414, 1.45929, 1.00144], [0.86082, -0.91997, 1.63838], [-1.72700, -1.33043, 1.35476], [-0.70357, 0.80131, -1.51663], [-0.92800, 2.22881, -0.30186]],
  "lumo_ev": -3.276,
  "e_homo_ev": -13.7,
  "charge": 1
}

---

{
  "formula": "C18H22Cl24FNO",
  "method": "wB97M-V/def2-TZVPD",
  "species": ["C", "O", "C", "F", "C", "N", "C", "C", "C", "C", "C", "C", "C", "H", "H", "H", "H", "H", "H", "H", "H", "H", "H", "H", "H", "H", "H", "Cl", "C", "Cl", "Cl", "H", "Cl", "C", "Cl", "Cl", "H", "Cl", "C", "Cl", "Cl", "H", "Cl", "C", "Cl", "Cl", "H", "Cl", "C", "Cl", "Cl", "H", "Cl", "C", "Cl", "Cl", "H", "Cl", "C", "Cl", "Cl", "H", "Cl", "C", "Cl", "Cl", "H"],
  "coordinates": [[-3.22225, 0.86613, -1.22476], [-2.08720, -0.06636, -0.99565], [-0.91860, 0.76516, -0.66450], [-0.67152, 1.66506, -1.84453], [0.45483, -0.12635, -0.46188], [0.17814, -1.11805, 0.68328], [1.47001, -1.64307, 1.27695], [1.77773, -1.15243, 2.81072], [2.36468, 0.34693, 3.23495], [2.69655, 0.76597, 4.81925], [2.39945, -0.40161, 5.97432], [1.79351, -1.89346, 5.60662], [1.50078, -2.28585, 4.00807], [-3.17250, 1.69941, -0.39174], [-3.20420, 1.36174, -2.30398], [-4.21897, 0.25305, -1.03766], [-1.06110, 1.37909, 0.33646], [1.35379, 0.59105, -0.24448], [0.69999, -0.68618, -1.48151], [-0.22893, -1.95596, 0.16817], [2.34399, -1.27090, 0.56396], [1.42393, -2.82661, 1.27472], [2.59709, 1.14979, 2.38333], [3.12384, 1.83016, 5.07584], [2.63698, -0.12984, 7.09798], [1.56496, -2.69672, 6.44766], [1.09942, -3.36352, 3.71654], [2.25301, 4.01974, -5.30423], [1.95536, 3.09450, -3.82274], [1.26015, 1.51076, -4.20758], [3.45304, 2.90750, -2.89456], [1.23739, 3.64621, -3.21054], [1.42348, -4.59301, 7.96498], [2.95550, -5.48282, 7.94013], [4.30042, -4.39512, 7.55577], [3.23193, -6.28907, 9.49354], [2.89725, -6.24714, 7.16098], [-1.17028, 1.49879, -7.81289], [-1.17593, 3.16248, -7.20332], [-0.90785, 4.31053, -8.52611], [-2.70070, 3.51552, -6.37266], [-0.35950, 3.26863, -6.48441], [2.47182, 3.40392, 5.91789], [2.46617, 5.06762, 6.52746], [2.73425, 6.21566, 5.20467], [0.94140, 5.42065, 7.35812], [3.28260, 5.17377, 7.24637], [-4.54449, -1.17724, -4.90462], [-3.94949, -0.46456, -6.41377], [-3.51015, -1.73332, -7.57002], [-5.16515, 0.61925, -7.11167], [-3.05455, 0.12116, -6.18868], [6.05705, -2.03346, 9.95125], [6.65206, -1.32078, 8.44209], [7.09140, -2.58954, 7.28585], [5.43639, -0.23697, 7.74420], [7.54699, -0.73506, 8.66719], [-7.45087, 4.44127, -7.31070], [-8.35988, 3.00698, -7.81664], [-9.79410, 2.78865, -6.79929], [-8.82078, 3.13243, -9.52292], [-7.71641, 2.13158, -7.69719], [-1.71827, -6.29193, -7.36881], [-2.78962, -5.17890, -6.50112], [-3.97712, -6.07911, -5.54241], [-1.84962, -4.09127, -5.46526], [-3.32729, -4.57491, -7.23648]],
  "lumo_ev": 0.102,
  "e_homo_ev": -8.4
}

---

{
  "formula": "C44H25BrF3IrN6O5S2Sb",
  "method": "wB97M-V/def2-TZVPD",
  "species": ["Ir", "Br", "C", "C", "C", "C", "C", "C", "N", "N", "C", "C", "C", "C", "O", "C", "N", "C", "C", "C", "C", "H", "H", "H", "H", "H", "H", "H", "H", "H", "S", "C", "S", "C", "C", "N", "C", "N", "O", "C", "O", "C", "C", "C", "C", "C", "C", "N", "O", "O", "H", "H", "H", "H", "F", "C", "C", "C", "C", "C", "C", "Sb", "C", "C", "C", "C", "F", "C", "C", "C", "C", "C", "C", "F", "C", "C", "H", "H", "H", "H", "H", "H", "H", "H", "H", "H", "H", "H"],
  "coordinates": [[1.73054, -0.26577, -0.77201], [-5.97586, -1.03169, -7.40351], [-5.49221, -1.93483, -5.81712], [-5.33490, -1.21254, -4.64163], [-4.97408, -1.87169, -3.48122], [-4.75474, -3.26056, -3.49134], [-4.93697, -3.96953, -4.68776], [-5.30154, -3.31046, -5.84437], [-4.33882, -3.97056, -2.38765], [-4.21105, -3.34615, -1.26153], [-3.13515, -2.71629, -0.80143], [-3.25966, -2.01550, 0.42317], [-2.28318, -1.15690, 0.87987], [-1.10349, -0.94775, 0.15932], [-0.17803, -0.09763, 0.52483], [-0.89958, -1.72429, -1.01595], [0.28832, -1.53155, -1.64699], [0.59117, -2.26463, -2.70639], [-0.26000, -3.25484, -3.18736], [-1.48183, -3.44531, -2.58284], [-1.85219, -2.64724, -1.49148], [-5.49752, -0.14329, -4.64023], [-4.86445, -1.32545, -2.55280], [-4.78076, -5.04149, -4.68387], [-5.44597, -3.85656, -6.76663], [-4.18627, -2.13550, 0.96992], [-2.41400, -0.61029, 1.80578], [1.54404, -2.06211, -3.17730], [0.04897, -3.85734, -4.02971], [-2.15146, -4.21447, -2.93683], [1.75760, 1.30258, -2.50528], [3.17884, 1.98036, -1.75580], [3.63898, 1.00215, -0.40151], [3.75700, 3.15178, -2.12323], [3.27265, 3.88916, -3.25388], [2.87919, 4.47018, -4.16594], [4.80658, 3.71955, -1.32612], [5.62301, 4.18639, -0.66345], [2.19463, -1.04020, 1.48994], [2.52798, -2.11867, 0.96858], [2.57462, -2.21665, -0.30568], [2.86034, -3.30778, 1.80620], [3.12366, -3.12834, 3.15772], [3.43475, -4.21793, 3.95192], [3.46098, -5.46966, 3.36959], [3.19157, -5.67624, 2.03006], [2.89238, -4.57834, 1.24142], [3.78304, -6.63927, 4.22010], [4.00780, -6.43368, 5.39399], [3.76717, -7.73382, 3.69901], [3.07739, -2.13079, 3.57399], [3.65350, -4.11276, 5.00406], [3.22306, -6.67800, 1.62709], [2.68210, -4.69300, 0.18699], [-5.41556, 3.66451, 0.62491], [-4.10668, 3.35970, 0.61159], [-3.65016, 2.43985, -0.31136], [-2.29749, 2.12852, -0.31871], [-1.43238, 2.73702, 0.58560], [-1.92186, 3.66534, 1.50236], [-3.27401, 3.97987, 1.52208], [0.64146, 2.30965, 0.55057], [1.40405, 4.28254, 0.28170], [1.25531, 4.87386, -0.97260], [1.69073, 6.17127, -1.19254], [2.27557, 6.85110, -0.14131], [2.69946, 8.10821, -0.34502], [2.44384, 6.29224, 1.10945], [2.00799, 4.99084, 1.31925], [1.12807, 1.87442, 2.54669], [0.15264, 1.38521, 3.41004], [0.49557, 0.98032, 4.69062], [1.81997, 1.06403, 5.07340], [2.15763, 0.65599, 6.30938], [2.81068, 1.54298, 4.24020], [2.45707, 1.94430, 2.95992], [-4.34580, 1.98340, -1.00354], [-1.92304, 1.40320, -1.03093], [-1.25416, 4.15061, 2.20619], [-3.68268, 4.69528, 2.22380], [0.80615, 4.32344, -1.79272], [1.59677, 6.64666, -2.16022], [2.91835, 6.86646, 1.89386], [2.13720, 4.53934, 2.29428], [-0.87734, 1.31050, 3.08256], [-0.23946, 0.59192, 5.38288], [3.83486, 1.58516, 4.58690], [3.22911, 2.29743, 2.28601]],
  "lumo_ev": [-0.826, -3.018],
  "e_homo_ev": [-7.5, -9.0],
  "spin_multiplicity": 6
}